# 1
The following is a quantum chemistry calculation of a single C20H22FNO3 molecule, from the Open Molecules 2025 dataset.

Each atom is followed by the atoms it is bonded to, with distances in Å.
CARTESIAN COORDINATES (ANGSTROEM)
1 F -4.748 2.920 -2.201  C10 1.348
2 O 4.028 -0.074 0.667  C14 1.218
3 O 0.162 -0.712 -0.521  C9 1.373, C18 1.411
4 O -1.551 -2.316 3.410  C12 1.416, H40 0.963
5 N 1.897 -0.077 1.411  C14 1.349, C16 1.446, H37 1.006
6 C -2.069 -0.056 -1.300  C18 1.510, C21 1.389, C25 1.390
7 C 0.718 -2.495 2.740  C12 1.527, C24 1.525, H41 1.091, H47 1.091
8 C 0.692 0.128 -2.734  C9 1.390, C20 1.384, H31 1.079
9 C 1.029 -0.125 -1.409  O3 1.373, C8 1.390, C13 1.406
10 C -3.868 1.942 -1.903  F1 1.348, C15 1.382, C17 1.384
11 C 1.226 0.226 3.734  C16 1.530, C19 1.528, H32 1.091, H39 1.092
12 C -0.257 -1.823 3.705  O4 1.416, C7 1.527, C19 1.533, H30 1.103
13 C 2.313 0.216 -0.948  C9 1.406, C14 1.500, C23 1.391
14 C 2.832 -0.013 0.441  O2 1.218, N5 1.349, C13 1.500
15 C -2.815 2.220 -1.052  C10 1.382, C21 1.383, H27 1.078
16 C 2.203 -0.455 2.773  N5 1.446, C11 1.530, C24 1.535, H36 1.095
17 C -4.045 0.687 -2.459  C10 1.384, C25 1.382, H28 1.078
18 C -1.101 -1.164 -0.959  O3 1.411, C6 1.510, H34 1.098, H38 1.098
19 C -0.198 -0.298 3.559  C11 1.528, C12 1.533, H26 1.094, H35 1.093
20 C 1.606 0.705 -3.598  C8 1.384, C22 1.383, H42 1.080
21 C -1.919 1.211 -0.751  C6 1.389, C15 1.383, H43 1.080
22 C 2.875 1.032 -3.158  C20 1.383, C23 1.381, H44 1.079
23 C 3.215 0.780 -1.843  C13 1.391, C22 1.381, H46 1.080
24 C 2.137 -1.978 2.949  C7 1.525, C16 1.535, H29 1.092, H45 1.091
25 C -3.137 -0.309 -2.154  C6 1.390, C17 1.382, H33 1.080
26 H -0.850 0.166 4.305  C19 1.094
27 H -2.705 3.209 -0.637  C15 1.078
28 H -4.878 0.505 -3.120  C17 1.078
29 H 2.480 -2.232 3.954  C24 1.092
30 H 0.018 -2.095 4.738  C12 1.103
31 H -0.292 -0.114 -3.101  C8 1.079
32 H 1.243 1.305 3.570  C11 1.091
33 H -3.258 -1.292 -2.583  C25 1.080
34 H -1.491 -1.733 -0.106  C18 1.098
35 H -0.590 -0.032 2.574  C19 1.093
36 H 3.226 -0.114 2.966  C16 1.095
37 H 0.933 -0.154 1.132  N5 1.006
38 H -0.993 -1.854 -1.806  C18 1.098
39 H 1.557 0.035 4.756  C11 1.092
40 H -2.185 -1.912 4.012  O4 0.963
41 H 0.389 -2.299 1.719  C7 1.091
42 H 1.315 0.895 -4.621  C20 1.080
43 H -1.090 1.415 -0.090  C21 1.080
44 H 3.591 1.476 -3.831  C22 1.079
45 H 2.813 -2.447 2.232  C24 1.091
46 H 4.201 1.011 -1.468  C23 1.080
47 H 0.679 -3.574 2.897  C7 1.091

Results
* SMILES: O=C(N[C@H]1CC[C@@H](O)CC1)c1ccccc1OCc1ccc(F)cc1
* orbital gap: 9.568 eV
* spin multiplicity: 1
* HOMO level: -0.328 Eh
* maximum force: 0.01057 Eh/bohr
* energy: -31448.056 eV

# 2
The following is a quantum chemistry calculation of a single C20H22N2 molecule in a non-equilibrium geometry, from the Open Molecules 2025 dataset.

Each atom is followed by the atoms it is bonded to, with distances in Å.
CARTESIAN COORDINATES (ANGSTROEM)
1 N 1.228 -2.686 -2.381  C9 1.506, C11 1.474, C15 1.455
2 N -0.338 0.273 0.662  C5 1.424, C6 1.432, C16 1.421
3 C 1.106 -0.716 -0.805  C4 1.423, C15 1.522, C16 1.403
4 C 1.259 0.696 -0.884  C3 1.423, C5 1.374, C7 1.407
5 C 0.436 1.294 0.040  N2 1.424, C4 1.374, C22 1.376
6 C -1.441 0.405 1.567  N2 1.432, C10 1.403, C17 1.425
7 C 2.065 1.486 -1.724  C4 1.407, C8 1.394, H24 1.084
8 C 2.124 2.856 -1.475  C7 1.394, C12 1.390, H25 1.073
9 C 2.080 -3.631 -3.187  N1 1.506, H27 1.078, H35 1.085, H36 1.092
10 C -1.438 1.389 2.567  C6 1.403, C13 1.407, C20 1.516
11 C 0.039 -2.229 -3.122  N1 1.474, H28 1.062, H40 1.099, H42 1.108
12 C 1.364 3.390 -0.442  C8 1.390, C22 1.385, H26 1.109
13 C -2.502 1.430 3.487  C10 1.407, C19 1.388, H37 1.110
14 C -3.677 -0.330 2.367  C17 1.423, C19 1.364, H29 1.088
15 C 1.956 -1.688 -1.612  N1 1.455, C3 1.522, H39 1.124, H44 1.087
16 C 0.127 -0.974 0.166  N2 1.421, C3 1.403, C18 1.509
17 C -2.614 -0.391 1.423  C6 1.425, C14 1.423, H33 1.095
18 C -0.265 -2.333 0.691  C16 1.509, H23 1.094, H38 1.102, H43 1.076
19 C -3.577 0.558 3.397  C13 1.388, C14 1.364, H34 1.074
20 C -0.309 2.396 2.668  C10 1.516, C21 1.524, H30 1.081, H31 1.068
21 C -0.291 3.304 1.444  C20 1.524, C22 1.517, H32 1.105, H41 1.116
22 C 0.523 2.631 0.355  C5 1.376, C12 1.385, C21 1.517
23 H 0.385 -3.110 0.278  C18 1.094
24 H 2.711 1.037 -2.470  C7 1.084
25 H 2.744 3.513 -2.054  C8 1.073
26 H 1.419 4.487 -0.285  C12 1.109
27 H 2.807 -4.166 -2.597  C9 1.078
28 H -0.581 -1.639 -2.493  C11 1.062
29 H -4.498 -1.035 2.256  C14 1.088
30 H 0.635 1.893 2.821  C20 1.081
31 H -0.450 2.987 3.548  C20 1.068
32 H 0.234 4.248 1.677  C21 1.105
33 H -2.683 -1.120 0.609  C17 1.095
34 H -4.345 0.611 4.146  C19 1.074
35 H 1.466 -4.385 -3.668  C9 1.085
36 H 2.621 -3.060 -3.945  C9 1.092
37 H -2.496 2.175 4.311  C13 1.110
38 H -0.157 -2.363 1.788  C18 1.102
39 H 2.632 -1.165 -2.340  C15 1.124
40 H 0.255 -1.676 -4.048  C11 1.099
41 H -1.328 3.544 1.111  C21 1.116
42 H -0.559 -3.124 -3.387  C11 1.108
43 H -1.292 -2.569 0.469  C18 1.076
44 H 2.622 -2.214 -0.932  C15 1.087

Results
* SMILES: Cc1c(CN(C)C)c2cccc3c2n1-c1ccccc1CC3
* orbital gap: 8.276 eV
* spin multiplicity: 1
* HOMO level: -0.274 Eh
* maximum force: 0.04519 Eh/bohr
* energy: -24077.114 eV

# 3
The following is a quantum chemistry calculation of a single C20H22N2O3 molecule in a non-equilibrium geometry, from the Open Molecules 2025 dataset.

Each atom is followed by the atoms it is bonded to, with distances in Å.
CARTESIAN COORDINATES (ANGSTROEM)
1 O -2.313 -2.387 -1.646  C7 1.411, C10 1.373
2 O -1.371 4.017 0.666  C23 1.213
3 O -0.648 -3.265 -2.977  C7 1.411, C13 1.373
4 N -0.713 0.899 2.016  N5 1.346, C25 1.267
5 N -1.335 2.070 1.778  N4 1.346, C23 1.368, H26 1.020
6 C 1.843 3.978 0.896  C21 1.498, H33 1.087, H41 1.091, H47 1.088
7 C -2.024 -2.965 -2.900  O1 1.411, O3 1.411, H42 1.102, H46 1.102
8 C -0.861 -1.831 0.278  C10 1.373, C11 1.396, H44 1.075
9 C 2.167 1.156 -1.625  C17 1.387, C20 1.498, C24 1.389
10 C -1.115 -2.324 -0.978  O1 1.373, C8 1.373, C13 1.393
11 C 0.456 -1.871 0.737  C8 1.396, C18 1.389, C19 1.506
12 C -2.304 0.261 3.793  C25 1.508, H32 1.091, H37 1.086, H40 1.091
13 C -0.110 -2.856 -1.782  O3 1.373, C10 1.393, C14 1.373
14 C 1.191 -2.907 -1.346  C13 1.373, C18 1.391, H36 1.077
15 C -0.113 1.260 -0.873  C16 1.389, C24 1.380, H34 1.080
16 C 0.198 2.326 -0.039  C15 1.389, C21 1.394, C23 1.491
17 C 2.464 2.227 -0.795  C9 1.387, C21 1.388, H27 1.082
18 C 1.450 -2.404 -0.075  C11 1.389, C14 1.391, H30 1.080
19 C 0.849 -1.333 2.087  C11 1.506, C22 1.528, H31 1.092, H38 1.093
20 C 3.222 0.517 -2.476  C9 1.498, H28 1.088, H29 1.087, H39 1.090
21 C 1.497 2.831 -0.003  C6 1.498, C16 1.394, C17 1.388
22 C -0.294 -1.171 3.089  C19 1.528, C25 1.502, H43 1.095, H45 1.093
23 C -0.883 2.915 0.803  O2 1.213, N5 1.368, C16 1.491
24 C 0.860 0.687 -1.665  C9 1.389, C15 1.380, H35 1.080
25 C -1.107 0.077 2.895  N4 1.267, C12 1.508, C22 1.502
26 H -2.113 2.392 2.354  N5 1.020
27 H 3.477 2.604 -0.762  C17 1.082
28 H 3.149 -0.567 -2.415  C20 1.088
29 H 4.216 0.824 -2.164  C20 1.087
30 H 2.465 -2.428 0.292  C18 1.080
31 H 1.601 -1.999 2.516  C19 1.092
32 H -3.212 0.377 3.200  C12 1.091
33 H 2.826 4.377 0.658  C6 1.087
34 H -1.125 0.885 -0.903  C15 1.080
35 H 0.610 -0.139 -2.314  C24 1.080
36 H 1.971 -3.321 -1.963  C14 1.077
37 H -2.427 -0.596 4.449  C12 1.086
38 H 1.313 -0.355 1.937  C19 1.093
39 H 3.086 0.803 -3.519  C20 1.090
40 H -2.187 1.154 4.408  C12 1.091
41 H 1.846 3.652 1.937  C6 1.091
42 H -2.293 -2.257 -3.702  C7 1.102
43 H 0.122 -1.132 4.101  C22 1.095
44 H -1.660 -1.419 0.868  C8 1.075
45 H -0.954 -2.042 3.052  C22 1.093
46 H -2.611 -3.889 -3.024  C7 1.102
47 H 1.104 4.770 0.798  C6 1.088

Results
* SMILES: C/C(CCc1ccc2c(c1)OCO2)=N\NC(=O)c1ccc(C)cc1C
* orbital gap: 8.626 eV
* spin multiplicity: 1
* HOMO level: -0.293 Eh
* maximum force: 0.02514 Eh/bohr
* energy: -30219.170 eV